(1)
Formula: C15H33NO3S
Source: the Open Molecules 2025 dataset
Level of theory: ωB97M-V/def2-TZVPD

The geometry in XYZ format:
```
53
Properties=species:S:1:pos:R:3:forces:R:3
C 5.985472 1.046887 -1.043037 -0.174 -0.129 -0.090
C 5.961699 -0.406376 -1.531076 -0.743 0.825 0.514
S 5.406388 -1.583385 -0.269469 0.155 -0.194 0.435
C 3.617452 -1.813644 -0.570260 0.654 0.249 -0.391
C 2.872356 -0.575774 -1.006527 -0.585 0.008 -0.174
C 1.988291 0.090654 0.055089 0.135 0.119 -1.305
C 0.849451 0.692229 -0.804119 0.551 -1.275 0.495
C 1.176651 0.344163 -2.259857 1.192 -1.502 2.804
O 0.850605 0.866220 -3.252830 -1.198 1.579 -2.432
N 2.030794 -0.801181 -2.226253 0.551 1.104 0.636
H 5.062291 1.569464 -1.261875 -0.267 0.079 -0.064
H 6.117609 1.098561 0.023932 0.253 0.014 0.425
H 6.775613 1.594599 -1.532827 0.331 0.236 -0.126
H 5.271772 -0.456539 -2.357709 0.036 -0.334 -0.583
H 6.956052 -0.652399 -1.854964 0.287 -0.606 -0.137
H 3.502681 -2.609197 -1.285367 -0.107 -0.197 -0.487
H 3.200809 -2.185719 0.350367 0.024 -0.121 0.509
H 3.499992 0.248913 -1.310237 0.890 -0.156 0.096
H 1.634692 -0.585724 0.815837 -0.142 -0.171 0.248
H 2.620372 0.851259 0.479727 -0.072 0.319 0.655
H 0.027664 0.020513 -0.587907 -0.897 0.507 0.061
H 0.686911 1.720126 -0.545277 -0.574 0.411 -0.396
H 2.692154 -0.609415 -2.972727 -0.403 -0.775 -0.657
C -3.106301 -2.866967 -0.814759 0.044 0.037 -0.129
C -3.822915 -1.583888 -0.429907 -0.037 -0.123 -0.002
O -3.137050 -0.407521 -0.815521 0.089 0.053 0.131
C -2.916665 -0.236411 -2.204012 -0.022 -0.003 -0.180
C -4.200693 -0.163427 -3.012122 -0.055 -0.135 0.018
H -2.083458 -2.862571 -0.434281 -0.015 -0.006 0.040
H -3.630203 -3.729482 -0.401565 -0.001 0.012 0.026
H -3.057519 -2.996415 -1.896889 -0.036 -0.028 0.007
H -3.906994 -1.532452 0.657267 0.033 0.106 -0.005
H -4.846062 -1.577212 -0.822053 0.013 -0.041 -0.041
H -2.253977 -1.023051 -2.582248 -0.062 -0.024 -0.062
H -2.371786 0.702740 -2.309321 0.019 -0.003 0.139
H -4.747771 -1.107478 -2.992304 0.024 -0.010 -0.054
H -3.977320 0.066911 -4.054106 0.018 0.024 0.010
H -4.859844 0.609328 -2.614054 0.040 0.040 -0.014
C -2.433786 1.305191 1.584178 0.068 0.319 0.230
C -2.140516 0.319605 2.699651 -0.126 0.013 -0.086
O -0.862687 0.482465 3.292834 0.136 -0.170 -0.018
C -0.618780 1.733187 3.907270 0.017 0.108 0.067
C -1.566222 2.052520 5.051409 -0.143 -0.041 -0.063
H -1.644795 1.276377 0.833605 -0.055 -0.063 -0.058
H -3.377814 1.063531 1.102012 0.030 -0.043 -0.046
H -2.502925 2.330422 1.956107 -0.030 -0.026 0.049
H -2.147555 -0.693267 2.293473 0.114 -0.015 0.041
H -2.924606 0.353614 3.465170 -0.002 0.051 -0.001
H -0.628970 2.535555 3.160581 -0.061 0.020 0.015
H 0.400261 1.677476 4.292222 0.013 -0.096 -0.058
H -2.592105 2.185024 4.704198 0.013 0.052 0.000
H -1.262776 2.976406 5.545123 0.028 -0.009 -0.001
H -1.565937 1.245557 5.785410 0.048 0.011 0.011
```
Forces are in eV/Å.

Values from the calculation:
SMILES string: CCSC[C@@H]1CCC(=O)N1.CCOCC.CCOCC
frontier orbital gap: 9.368 eV
HOMO level: -0.3167 Eh

---

(2)
Formula: C6H8OS
Source: the Open Molecules 2025 dataset
Level of theory: ωB97M-V/def2-TZVPD

The geometry in XYZ format:
```
16
Properties=species:S:1:pos:R:3:forces:R:3
S 0.473045 -3.209415 -0.856172 0.393 -0.747 -0.368
C 0.354314 -1.641294 -0.567583 -1.199 1.651 0.882
C -0.850780 -1.130384 0.278048 0.925 0.025 -0.641
C -0.856531 0.185767 1.030356 0.798 1.341 0.436
C -0.700411 1.430407 0.107813 2.452 -1.565 -0.333
C 0.423669 1.586024 -0.648145 -1.813 -1.326 2.053
C 1.447105 0.499803 -0.496746 1.774 0.634 0.286
O 1.145093 -0.729272 -1.134638 0.124 -0.973 -0.897
H -1.083226 -1.940611 0.929744 -0.271 -0.538 0.536
H -1.661250 -1.053017 -0.432912 -0.308 -0.183 -0.403
H -1.801557 0.225476 1.564043 -0.323 0.156 -0.180
H -0.126434 0.226418 1.888043 -0.260 -0.079 -1.007
H -1.498973 2.100472 0.043101 -1.116 1.047 -0.018
H 0.590968 2.411237 -1.309449 -0.003 0.240 -0.253
H 2.419937 0.818122 -0.930218 -0.674 -0.276 -0.024
H 1.725032 0.220267 0.534716 -0.499 0.591 -0.068
```
Forces are in eV/Å.

Values from the calculation:
SMILES string: S=C1CCC=CCO1
frontier orbital gap: 9.122 eV
HOMO level: -0.3164 Eh

---

(3)
Formula: ClHNO3P
Source: the Open Molecules 2025 dataset
Level of theory: ωB97M-V/def2-TZVPD

The geometry in XYZ format:
```
7
Properties=species:S:1:pos:R:3:forces:R:3
N 0.292147 0.824406 -0.717785 -0.808 1.710 -2.668
O -2.322135 -0.744601 -0.730388 0.602 0.362 0.470
O -3.055784 1.635081 -0.617637 -0.092 1.467 0.384
O -2.259839 0.363713 1.561223 0.331 0.888 -0.277
P -2.344294 0.538922 0.071850 -0.616 -2.510 -0.800
Cl 1.573034 1.686750 0.053075 0.705 0.468 0.748
H 0.039471 0.129329 -0.106244 -0.122 -2.385 2.143
```
Forces are in eV/Å.

Values from the calculation:
frontier orbital gap: 5.518 eV
HOMO level: 0.0379 Eh
charge: -2

---

(4)
Formula: C4H4O2
Source: the Open Molecules 2025 dataset
Level of theory: ωB97M-V/def2-TZVPD

The geometry in XYZ format:
```
10
Properties=species:S:1:pos:R:3:forces:R:3
O -3.212872 -0.488688 0.003654 4.573 3.315 -0.003
C -2.062516 0.030143 0.005111 0.639 -0.731 0.022
C -0.702606 -0.720234 0.008978 -0.187 0.126 -0.021
C 0.408842 0.316656 0.030898 0.307 0.115 0.050
C 0.010354 1.580931 0.010584 -4.609 -4.173 -0.043
O -1.581159 1.373013 -0.005980 -0.931 0.771 -0.027
H -0.618979 -1.330698 -0.893168 -0.072 -0.061 0.012
H -0.632064 -1.403611 0.857038 -0.064 -0.002 0.000
H 1.432944 -0.015303 0.057383 0.238 0.103 -0.028
H 0.316986 2.592569 -0.025770 0.105 0.536 0.038
```
Forces are in eV/Å.

Values from the calculation:
SMILES string: O=C1CC=CO1
frontier orbital gap: 10.914 eV
HOMO level: -0.3709 Eh

---

(5)
Formula: C19H28N4O5S
Source: the Open Molecules 2025 dataset
Level of theory: ωB97M-V/def2-TZVPD

The geometry in XYZ format:
```
57
Properties=species:S:1:pos:R:3:forces:R:3
C -7.809776 -2.187981 1.260152 0.301 0.272 -0.263
C -7.196185 -1.688412 -0.034406 -0.320 -0.344 -0.206
O -6.216408 -0.702026 0.287965 0.171 0.148 0.146
C -5.617995 -0.120954 -0.776822 -0.156 0.057 0.047
O -5.860627 -0.419325 -1.923014 -0.123 -0.240 -0.287
N -4.747692 0.849722 -0.412027 -0.005 0.108 0.130
C -4.353945 1.124403 0.949561 0.072 -0.240 0.359
C -2.905798 0.685574 1.179014 -0.083 0.399 -0.091
C -1.991054 1.381273 0.166396 -0.099 -0.132 -0.031
N -0.611230 0.980938 0.350178 -0.349 -0.257 -0.152
C 0.359086 1.841050 0.725474 0.405 -0.581 0.024
O 0.154207 3.012357 0.962320 0.042 0.501 0.090
C 1.750341 1.220309 0.787200 0.005 0.484 0.082
C 2.534167 1.735523 1.996473 -0.032 -0.258 0.005
C 3.953036 1.171494 1.973753 -0.071 0.207 -0.132
C 4.645027 1.539857 0.659885 0.482 -0.154 0.571
N 3.865388 1.161205 -0.493226 0.360 -0.832 -0.674
S 4.198424 -0.262498 -1.264576 -0.067 0.168 0.033
O 3.523437 -0.228754 -2.525904 -0.262 -0.043 0.148
O 5.615688 -0.457282 -1.216685 -0.037 -0.055 0.326
C 3.430041 -1.567639 -0.293174 0.324 0.343 -0.328
C 4.140481 -2.221971 0.696272 -0.001 -0.086 0.020
C 3.478058 -3.174176 1.457241 -0.003 0.156 -0.123
C 2.134204 -3.403813 1.193806 0.198 -0.108 0.231
N 1.460652 -2.787210 0.235251 -0.464 -0.024 -0.155
C 2.101791 -1.898786 -0.503986 0.128 0.129 -0.244
C 2.502177 1.620793 -0.495410 -0.670 -0.076 -0.125
C -2.465032 1.068686 -1.254958 -0.144 0.337 0.194
C -3.927016 1.488166 -1.416536 0.094 -0.204 -0.384
H -8.277943 -1.365530 1.794333 -0.088 0.040 0.085
H -7.042908 -2.623235 1.895410 0.031 -0.083 0.096
H -8.559683 -2.941949 1.040074 -0.081 -0.082 -0.001
H -6.713743 -2.502691 -0.586942 -0.099 0.143 0.046
H -7.952558 -1.239146 -0.687268 0.135 -0.095 0.069
H -5.028359 0.602185 1.626104 0.076 0.173 -0.032
H -4.439512 2.203414 1.122609 -0.027 -0.038 0.056
H -2.599110 0.939136 2.194216 0.052 -0.018 0.038
H -2.830885 -0.396907 1.052950 0.002 -0.083 0.030
H -2.010124 2.463245 0.337171 -0.042 -0.131 -0.034
H -0.389077 0.014067 0.169905 0.147 0.041 0.075
H 1.669039 0.130871 0.844463 -0.024 0.119 0.008
H 2.026168 1.443281 2.917731 -0.014 0.083 0.016
H 2.557221 2.825834 1.957395 -0.047 0.044 0.034
H 4.530417 1.571718 2.807806 0.045 -0.048 0.026
H 3.913186 0.084298 2.079210 0.058 0.012 0.058
H 5.611050 1.044787 0.559114 0.042 0.220 0.134
H 4.798974 2.623891 0.619175 0.028 -0.057 -0.045
H 5.184039 -1.986971 0.841385 0.117 -0.027 0.069
H 3.987845 -3.719162 2.235832 0.032 -0.050 0.063
H 1.564758 -4.119240 1.771565 0.044 -0.086 0.103
H 1.547043 -1.430522 -1.305633 -0.049 0.071 -0.103
H 2.029889 1.206140 -1.386801 -0.154 0.201 0.029
H 2.499812 2.713798 -0.572689 -0.008 -0.077 -0.031
H -1.847478 1.597252 -1.981506 0.062 -0.009 -0.025
H -2.377159 -0.004260 -1.440267 0.018 -0.077 -0.054
H -4.310172 1.193527 -2.394415 0.048 0.147 0.118
H -4.016584 2.574058 -1.304716 0.000 -0.011 -0.040
```
Forces are in eV/Å.

Values from the calculation:
SMILES string: CCOC(=O)N1CCC(NC(=O)[C@@H]2CCCN(S(=O)(=O)c3cccnc3)C2)CC1
frontier orbital gap: 9.487 eV
HOMO level: -0.3416 Eh

---

(6)
Formula: C5H19N2O3
Source: the Open Molecules 2025 dataset
Level of theory: ωB97M-V/def2-TZVPD

The geometry in XYZ format:
```
29
Properties=species:S:1:pos:R:3:forces:R:3
C -1.841004 -1.495520 0.497254 0.043 -1.400 -1.691
C -0.968483 -0.246985 0.427993 0.059 0.208 0.852
C 0.274647 -0.388514 1.373869 -0.035 1.509 -0.623
C 1.288785 -1.302894 0.801757 0.788 -0.380 -0.187
C 1.464101 -2.583054 1.091976 -2.634 0.697 2.608
N 2.183254 -0.648846 -0.206724 1.012 -0.162 0.624
N -1.687351 0.983145 0.827577 -0.458 0.323 -1.962
H -2.290781 -1.640557 1.475751 0.243 -0.036 0.273
H -1.267504 -2.458212 0.176405 -0.958 1.676 0.690
H -2.708826 -1.407910 -0.206933 0.769 -0.026 0.433
H -0.642190 -0.044058 -0.596555 0.051 -0.331 0.140
H 0.695449 0.649823 1.561860 -0.270 -1.243 -0.318
H -0.010623 -0.763759 2.340055 -0.358 -0.229 0.399
H 2.191299 -3.196049 0.721842 1.908 -1.317 -1.302
H 0.844607 -3.094218 1.913893 0.786 1.098 -1.452
H 2.937062 -0.088819 0.297627 -1.056 -0.937 -0.763
H 1.638101 0.116571 -0.794431 0.407 -0.198 -0.356
H 2.660041 -1.360113 -0.820134 -0.623 1.027 0.729
H -2.437270 1.177038 0.110752 1.019 -0.285 1.114
H -2.157561 0.837284 1.692549 -0.466 -0.090 0.821
H -1.423079 1.935125 -3.151166 -0.471 0.986 -0.460
H -1.094855 0.543920 -3.665650 -0.104 -0.616 -1.054
O -1.086285 1.091861 -2.900390 0.245 -0.368 1.328
H 0.439479 1.216534 -2.110963 -1.085 -0.396 -1.191
H 0.952595 1.993899 -0.912982 0.997 -1.110 -1.011
O 1.251365 1.291263 -1.627565 0.406 1.512 2.319
H 0.464047 3.704282 0.471961 0.186 0.753 -0.023
H -0.252765 2.418003 0.733590 -1.957 -1.075 0.574
O 0.583758 2.760768 0.476790 1.556 0.411 -0.510
```
Forces are in eV/Å.

Values from the calculation:
frontier orbital gap: 10.611 eV
HOMO level: -0.4870 Eh
charge: +1

---

no.,LUMO energy (eV)
1,0.75
2,0.51
3,6.55
4,0.82
5,0.19
6,-2.64